The following is a quantum chemistry calculation of a cluster of 12 separate species, C4H35N2O11 in total in a non-equilibrium geometry, from the OMol25 dataset.

Geometry as XYZ:
```
52
C4H35N2O11, DFT ωB97M-V/def2-TZVPD
N 0.431 1.083 -0.550
C 0.629 0.970 0.997
C 1.878 0.124 1.225
C -0.539 0.110 1.573
N -0.970 0.941 2.752
C -2.345 0.787 3.129
H -0.466 1.526 -0.876
H 1.222 1.726 -0.809
H 0.502 0.190 -0.988
H 0.587 1.952 1.510
H 1.872 -0.842 0.781
H 1.964 0.044 2.356
H 2.663 0.789 0.825
H -1.385 0.277 0.875
H -0.300 -0.959 1.665
H -0.347 0.536 3.446
H -2.490 1.128 4.149
H -2.903 1.526 2.509
H -2.813 -0.176 3.082
H -0.768 1.291 -3.565
H 0.604 0.551 -3.581
O 0.191 1.406 -3.460
H -1.938 -1.058 -3.270
H -2.412 0.048 -4.182
O -2.112 -0.114 -3.269
H 3.210 3.702 -0.416
H 3.147 3.367 1.046
O 2.558 3.400 0.247
H -0.044 -3.929 3.057
H 1.235 -3.398 2.319
O 0.274 -3.380 2.338
H 0.020 -3.036 -0.943
H 1.397 -3.573 -1.712
O 0.977 -3.089 -1.001
H 3.542 1.287 -2.515
H 4.472 0.865 -1.433
O 3.685 1.407 -1.561
H -3.015 1.554 -0.648
H -2.461 0.601 -1.644
O -2.134 1.115 -0.855
H 1.906 -1.577 -1.513
H 2.556 -0.854 -2.714
O 2.453 -0.800 -1.757
H -2.489 -3.170 -2.835
H -2.852 -2.928 -1.376
O -2.135 -2.778 -2.024
H 1.475 1.222 3.795
H 2.164 2.444 3.347
O 2.163 1.822 4.083
H -4.916 -1.887 -0.448
H -3.754 -0.809 -0.291
O -4.188 -1.434 -0.874
```

Results
HOMO-LUMO gap in Ha: 0.342
HOMO energy in eV: -12.02
Strongest force on any atom in eV/A: 3.84
LUMO level in eV: -2.7122
E_tot in eV: -30212.18530
Charge: +1

natural (NBO) population analysis, charges in e, atoms 1 to 8:
1 N -0.720
2 C -0.042
3 C -0.637
4 C -0.287
5 N -0.620
6 C -0.418
7 H 0.471
8 H 0.468